Entry 1:
This record from OMol25 describes C21H32N4O4 in the gas phase. The level of theory is wB97M-V/def2-TZVPD.

Summary:
Structure (SMILES): COCCN(CC(=O)NC1CCCCC1)C(=O)CCCC(=O)Nc1ccccn1
LUMO (hartree): 0.0273
Spin multiplicity: 1
HOMO energy (eV): -8.807
Energy above the lowest of the compared OMol25 structures with the same formula, charge and spin (kJ/mol): 30.6

Geometry (Å):
C1 2.41 -3.87 -0.40
O1 1.00 -3.74 -0.43
C2 0.33 -4.32 0.66
C3 0.55 -3.59 1.99
N1 0.30 -2.17 1.89
C4 -1.07 -1.72 1.79
C5 -1.49 -1.04 0.47
O2 -2.43 -0.28 0.45
N2 -0.76 -1.39 -0.60
C6 -1.00 -0.88 -1.93
C7 0.17 -0.02 -2.40
C8 -0.05 0.47 -3.83
C9 -0.25 -0.71 -4.77
C10 -1.44 -1.55 -4.32
C11 -1.22 -2.05 -2.89
C12 1.37 -1.32 1.90
O3 2.51 -1.75 2.03
C13 1.06 0.15 1.70
C14 2.30 1.02 1.92
C15 2.40 2.14 0.87
C16 1.06 2.83 0.69
O4 0.42 2.74 -0.33
N3 0.67 3.53 1.79
C17 -0.53 4.20 2.02
C18 -1.61 4.19 1.13
C19 -2.74 4.88 1.50
C20 -2.77 5.56 2.71
C21 -1.65 5.49 3.52
N4 -0.55 4.83 3.19
H1 2.70 -4.92 -0.27
H2 2.86 -3.27 0.39
H3 2.76 -3.52 -1.37
H4 0.63 -5.37 0.78
H5 -0.73 -4.29 0.38
H6 1.58 -3.71 2.32
H7 -0.11 -4.03 2.75
H8 -1.32 -1.03 2.60
H9 -1.72 -2.59 1.91
H10 -0.01 -2.07 -0.51
H11 -1.91 -0.27 -1.88
H12 0.28 0.84 -1.73
H13 1.09 -0.61 -2.34
H14 -0.93 1.11 -3.85
H15 0.81 1.06 -4.14
H16 0.65 -1.33 -4.79
H17 -0.42 -0.34 -5.79
H18 -2.35 -0.94 -4.35
H19 -1.57 -2.40 -4.99
H20 -2.08 -2.63 -2.57
H21 -0.34 -2.70 -2.86
H22 0.25 0.45 2.36
H23 0.71 0.26 0.67
H24 3.19 0.39 1.86
H25 2.27 1.45 2.93
H26 3.16 2.86 1.17
H27 2.68 1.71 -0.09
H28 1.30 3.60 2.57
H29 -1.55 3.65 0.20
H30 -3.60 4.90 0.84
H31 -3.64 6.11 3.03
H32 -1.61 5.99 4.48

Entry 2:
This record from OMol25 describes 2 unconnected molecules or ions with the total composition C4H12. The level of theory is wB97M-V/def2-TZVPD.

Summary:
Structure (SMILES): CC.CC
LUMO (hartree): 0.0406
Spin multiplicity: 1
HOMO energy (eV): -11.474
Energy above the lowest of the compared OMol25 structures with the same formula, charge and spin (kJ/mol): 55.8

Geometry (Å):
C1 -2.36 0.29 0.41
C2 -1.65 1.46 1.11
H1 -2.83 -0.39 1.13
H2 -2.99 0.52 -0.45
H3 -1.54 -0.35 0.02
H4 -0.58 1.24 1.13
H5 -1.90 1.58 2.16
H6 -1.87 2.36 0.52
C3 2.46 -1.24 -0.26
C4 1.61 -0.50 -1.28
H7 2.66 -0.54 0.58
H8 1.75 -1.96 0.15
H9 3.34 -1.70 -0.67
H10 0.91 0.25 -0.84
H11 2.16 0.11 -2.02
H12 0.84 -1.13 -1.71

Entry 3:
This record from OMol25 describes 2 unconnected molecules or ions with the total composition C16H17NO. The level of theory is wB97M-V/def2-TZVPD.

Summary:
Structure (SMILES): Cc1c[nH]c2ccccc12.Cc1ccc(O)cc1
LUMO (hartree): 0.0273
Spin multiplicity: 1
HOMO energy (eV): -7.778
Energy above the lowest of the compared OMol25 structures with the same formula, charge and spin (kJ/mol): 307.0

Geometry (Å):
C1 1.16 -0.67 0.22
C2 0.12 -0.59 1.30
C3 -0.70 -1.52 1.91
N1 -1.34 -0.87 2.99
C4 -0.95 0.40 3.15
C5 -1.19 1.27 4.15
C6 -0.31 2.34 4.33
C7 0.73 2.53 3.42
C8 1.09 1.60 2.37
C9 0.20 0.62 2.11
H1 0.80 -1.35 -0.57
H2 1.99 -1.26 0.65
H3 1.49 0.25 -0.27
H4 -0.95 -2.56 1.69
H5 -2.18 -1.27 3.29
H6 -1.91 1.26 4.95
H7 -0.45 3.12 5.09
H8 1.28 3.46 3.64
H9 2.01 1.79 1.73
C10 -0.80 -3.31 -3.57
C11 -0.22 -1.90 -3.28
C12 -0.85 -1.08 -2.26
C13 -0.61 0.32 -2.24
C14 0.47 0.75 -3.00
O1 0.89 2.04 -2.67
C15 1.35 -0.04 -3.72
C16 0.87 -1.27 -4.03
H10 -1.72 -3.39 -3.00
H11 -0.11 -4.06 -3.21
H12 -0.88 -3.34 -4.75
H13 -1.65 -1.51 -1.57
H14 -1.07 0.97 -1.39
H15 0.15 2.51 -2.23
H16 2.26 0.57 -4.01
H17 1.17 -2.08 -4.78

Entry 4:
This record from OMol25 describes C5H8O2 in the gas phase. The level of theory is wB97M-V/def2-TZVPD.

Summary:
Structure (SMILES): C1CO[C@@H]2C[C@@H]2O1
LUMO (hartree): 0.0409
Spin multiplicity: 1
HOMO energy (eV): -9.512
Energy above the lowest of the compared OMol25 structures with the same formula, charge and spin (kJ/mol): 220.4

Geometry (Å):
C1 1.51 -0.32 0.08
C2 1.13 0.99 -0.65
O1 -0.23 1.34 -0.44
C3 -1.09 0.25 -0.42
C4 -1.79 -0.12 0.86
C5 -0.61 -0.90 0.40
O2 0.57 -0.59 1.09
H1 1.53 -1.18 -0.60
H2 2.51 -0.27 0.53
H3 1.72 1.82 -0.26
H4 1.37 0.88 -1.73
H5 -1.62 0.02 -1.35
H6 -1.55 0.50 1.71
H7 -2.81 -0.52 0.83
H8 -0.62 -1.90 -0.04

Entry 5:
This record from OMol25 describes 6 unconnected molecules or ions with the total composition C20H52O4S4. The level of theory is wB97M-V/def2-TZVPD.

Summary:
LUMO (hartree): 0.0159
Spin multiplicity: 1
HOMO energy (eV): -8.566

Geometry (Å):
C1 -1.78 -20.67 16.15
S1 -3.29 -21.50 16.62
O1 -4.21 -20.42 17.07
C2 -3.79 -21.90 14.96
H1 -1.94 -19.98 15.32
H2 -1.01 -21.39 15.90
H3 -1.40 -20.09 16.99
H4 -3.87 -20.96 14.40
H5 -4.75 -22.40 14.96
H6 -3.07 -22.52 14.43
C3 -4.72 -20.40 20.06
S2 -4.19 -22.07 20.43
O2 -3.71 -22.07 21.84
C4 -5.81 -22.82 20.47
H7 -3.86 -19.86 19.67
H8 -5.07 -19.94 20.98
H9 -5.52 -20.42 19.32
H10 -6.34 -22.71 19.53
H11 -6.40 -22.36 21.27
H12 -5.64 -23.88 20.67
C5 -5.25 -16.12 17.71
S3 -6.07 -17.73 17.63
O3 -7.52 -17.46 17.78
C6 -5.78 -18.00 15.89
H13 -5.63 -15.47 16.93
H14 -4.17 -16.27 17.66
H15 -5.55 -15.73 18.68
H16 -6.10 -17.11 15.34
H17 -6.31 -18.89 15.57
H18 -4.71 -18.15 15.73
C7 -0.74 -17.57 18.66
S4 0.81 -18.18 18.03
O4 0.58 -18.58 16.62
C8 1.61 -16.59 17.96
H19 -0.56 -16.94 19.53
H20 -1.40 -18.40 18.92
H21 -1.20 -16.97 17.87
H22 0.99 -15.95 17.34
H23 2.59 -16.72 17.50
H24 1.71 -16.17 18.96
C9 -8.19 -24.40 7.48
C10 -7.07 -25.35 7.88
C11 -6.12 -24.80 8.93
C12 -6.76 -24.61 10.30
C13 -5.85 -23.87 11.28
C14 -6.57 -23.50 12.59
H25 -8.92 -24.24 8.27
H26 -8.74 -24.80 6.62
H27 -7.81 -23.43 7.14
H28 -7.54 -26.25 8.31
H29 -6.54 -25.73 7.00
H30 -5.69 -23.86 8.57
H31 -5.25 -25.46 9.01
H32 -7.71 -24.09 10.21
H33 -6.94 -25.60 10.73
H34 -5.01 -24.52 11.53
H35 -5.42 -22.98 10.82
H36 -6.40 -24.27 13.34
H37 -6.25 -22.52 12.97
H38 -7.65 -23.44 12.47
C15 -2.38 -26.77 16.31
C16 -3.74 -26.49 16.92
C17 -4.29 -25.14 16.52
C18 -5.75 -24.90 16.94
C19 -6.78 -25.72 16.16
C20 -8.21 -25.43 16.60
H39 -2.07 -27.81 16.45
H40 -1.61 -26.10 16.70
H41 -2.43 -26.59 15.23
H42 -4.42 -27.28 16.58
H43 -3.70 -26.55 18.01
H44 -4.17 -25.01 15.43
H45 -3.71 -24.34 17.00
H46 -5.84 -25.20 17.99
H47 -5.99 -23.84 16.88
H48 -6.67 -25.55 15.09
H49 -6.57 -26.79 16.28
H50 -8.93 -25.85 15.89
H51 -8.45 -25.89 17.56
H52 -8.39 -24.36 16.64

Entry 6:
This record from OMol25 describes a molecular structure, C11H9BrF3N2O4S2. The level of theory is wB97M-V/def2-TZVPD.

Summary:
Charge: -1
LUMO (hartree): 0.0363
Spin multiplicity: 1
HOMO energy (eV): -5.448

Geometry (Å):
C1 -2.38 -0.16 0.95
C2 -2.29 -1.30 -0.13
C3 -1.10 -2.19 0.27
C4 -1.37 -3.15 1.32
C5 -0.40 -3.98 1.78
C6 0.89 -3.86 1.16
N1 1.96 -4.59 1.48
S1 3.16 -4.06 0.54
N2 2.43 -2.90 -0.35
C7 1.18 -2.89 0.12
C8 0.11 -2.03 -0.33
C9 0.39 -1.03 -1.45
C10 0.34 0.44 -0.99
O1 -0.46 1.19 -1.46
Br1 1.57 1.14 0.36
H1 -1.34 0.00 1.29
H2 -2.78 0.76 0.53
H3 -2.92 -0.51 1.84
H4 -2.11 -0.90 -1.13
H5 -3.20 -1.92 -0.15
H6 -2.36 -3.24 1.76
H7 -0.60 -4.70 2.57
H8 1.32 -1.30 -1.96
H9 -0.42 -1.13 -2.18
C11 1.31 4.45 -0.55
F1 0.62 4.15 0.57
F2 2.56 3.98 -0.36
F3 0.78 3.70 -1.54
S2 1.28 6.26 -0.94
O2 1.89 6.86 0.23
O3 -0.13 6.54 -1.10
O4 2.07 6.35 -2.15

Entry 7:
This record from OMol25 describes a molecular structure, C30H30N5O2RhS. The level of theory is wB97M-V/def2-TZVPD.

Summary:
Charge: +2
Expectation value of S²: 6.044
LUMO (alpha / beta) (hartree): -0.1860 / -0.2995
Spin multiplicity: 5
HOMO energy (alpha / beta) (eV): -13.427 / -13.551
Energy above the lowest of the compared OMol25 structures with the same formula, charge and spin (kJ/mol): 0.0

Geometry (Å):
Rh1 -0.45 0.57 1.49
C1 0.05 0.30 4.68
N1 -0.53 1.36 3.86
C2 0.10 2.67 3.90
C3 -0.33 3.39 2.65
N2 -0.77 2.75 1.59
C4 -1.05 3.72 0.63
C5 -1.55 3.59 -0.66
C6 -1.74 4.76 -1.37
C7 -1.45 6.02 -0.82
C8 -0.97 6.15 0.46
C9 -0.77 4.97 1.17
N3 -0.31 4.72 2.46
C10 -0.45 -0.99 4.12
N4 -0.85 -1.10 2.87
C11 -1.23 -2.43 2.68
C12 -1.73 -3.08 1.56
C13 -2.02 -4.42 1.70
C14 -1.83 -5.10 2.91
C15 -1.33 -4.46 4.03
C16 -1.04 -3.11 3.88
N5 -0.54 -2.16 4.78
H1 -0.20 0.39 5.74
H2 1.13 0.35 4.59
H3 -1.52 1.44 4.04
H4 1.19 2.54 3.88
H5 -0.15 3.26 4.79
H6 -1.78 2.62 -1.08
H7 -2.13 4.71 -2.38
H8 -1.63 6.90 -1.41
H9 -0.75 7.12 0.89
H10 -0.06 5.41 3.15
H11 -1.88 -2.55 0.63
H12 -2.42 -4.97 0.85
H13 -2.08 -6.15 2.97
H14 -1.19 -4.99 4.96
H15 -0.33 -2.31 5.75
C17 -0.37 -4.09 -9.09
C18 -0.10 -3.75 -7.66
O1 0.34 -4.45 -6.82
S1 -0.45 -1.93 -7.37
C19 -0.42 -1.63 -5.69
C20 -0.47 -0.24 -5.36
C21 -0.48 0.16 -4.06
C22 -0.43 -0.80 -3.01
C23 -0.38 -2.18 -3.35
C24 -0.37 -2.59 -4.65
C25 -0.43 -0.39 -1.68
C26 -0.44 -0.03 -0.50
H16 -0.21 -5.15 -9.24
H17 0.30 -3.52 -9.73
H18 -1.39 -3.81 -9.36
H19 -0.51 0.48 -6.16
H20 -0.51 1.21 -3.81
H21 -0.36 -2.91 -2.55
H22 -0.33 -3.64 -4.88
C27 3.99 1.27 1.16
C28 3.99 -0.09 1.89
C29 2.53 -0.52 1.85
O2 1.80 0.73 1.91
C30 2.50 1.62 1.01
H23 4.46 1.20 0.18
H24 4.52 2.02 1.73
H25 4.31 0.03 2.93
H26 4.64 -0.82 1.42
H27 2.21 -1.13 2.69
H28 2.28 -1.03 0.92
H29 2.25 2.64 1.31
H30 2.14 1.44 0.00

Entry 8:
This record from OMol25 describes 2 unconnected molecules or ions with the total composition C2H4N3. The level of theory is wB97M-V/def2-TZVPD.

Summary:
Charge: +1
LUMO (alpha / beta) (hartree): -0.2301 / -0.2301
Spin multiplicity: 1
HOMO energy (alpha / beta) (eV): -16.083 / -16.083
Energy above the lowest of the compared OMol25 structures with the same formula, charge and spin (kJ/mol): 489.4

Geometry (Å):
C1 -1.71 -0.12 0.24
C2 1.29 0.29 0.23
N1 0.90 -0.97 -0.37
N2 0.43 -0.81 0.75
N3 -2.64 -0.67 -0.12
H1 2.28 0.18 0.76
H2 0.80 1.12 -0.24
H3 0.84 -1.55 -1.27
H4 -3.54 -0.81 -0.62

Entry 9:
This record from OMol25 describes a gas-phase ion, C2H5O (charge -1). The level of theory is wB97M-V/def2-TZVPD.

Summary:
Charge: -1
Structure (SMILES): CC[O-]
LUMO (hartree): 0.1892
Spin multiplicity: 1
HOMO energy (eV): -1.914
Energy above the lowest of the compared OMol25 structures with the same formula, charge and spin (kJ/mol): 8.9

Geometry (Å):
C1 0.55 -0.06 -0.57
C2 -0.54 0.09 0.56
O1 -0.48 -0.90 1.45
H1 1.35 -0.63 -0.10
H2 0.14 -0.68 -1.37
H3 0.92 0.89 -0.97
H4 -1.52 0.19 0.00
H5 -0.42 1.11 0.99

Entry 10:
This record from OMol25 describes C4H4Cl4 in the gas phase. The level of theory is wB97M-V/def2-TZVPD.

Summary:
Structure (SMILES): C/C(Cl)=C(/Cl)C(Cl)Cl
LUMO (hartree): 0.0214
Spin multiplicity: 1
HOMO energy (eV): -9.238
Energy above the lowest of the compared OMol25 structures with the same formula, charge and spin (kJ/mol): 86.8

Geometry (Å):
C1 -1.89 -0.22 -0.16
C2 -0.51 -0.93 0.03
Cl1 -0.59 -2.63 0.36
C3 0.79 -0.40 0.13
Cl2 2.10 -1.41 0.31
C4 1.44 1.12 0.07
Cl3 2.37 1.35 -1.43
Cl4 2.32 1.51 1.53
H1 -2.54 -0.99 -0.53
H2 -2.36 0.28 0.77
H3 -1.83 0.45 -0.97
H4 0.70 1.87 -0.12

Entry 11:
This record from OMol25 describes a gas-phase ion, C2H5ClNS (charge +1). The level of theory is wB97M-V/def2-TZVPD.

Summary:
Charge: +1
Structure (SMILES): [NH3+]CC(=S)Cl
LUMO (hartree): -0.1928
Spin multiplicity: 1
HOMO energy (eV): -13.743
Energy above the lowest of the compared OMol25 structures with the same formula, charge and spin (kJ/mol): 0.0

Geometry (Å):
N1 0.16 0.30 -0.77
C1 -0.58 -0.45 0.34
C2 -2.03 -0.06 0.16
S1 -3.14 -1.08 -0.34
Cl1 -2.46 1.57 0.51
H1 -0.57 0.19 -1.55
H2 1.07 -0.10 -0.94
H3 0.33 1.27 -0.47
H4 -0.63 -1.54 0.10
H5 -0.06 -0.32 1.25

Entry 12:
This record from OMol25 describes a molecular structure, C16H17IN2O4Ti. The level of theory is wB97M-V/def2-TZVPD.

Summary:
LUMO (alpha / beta) (hartree): -0.0208 / -0.0207
Spin multiplicity: 1
HOMO energy (alpha / beta) (eV): -6.065 / -6.065
Energy above the lowest of the compared OMol25 structures with the same formula, charge and spin (kJ/mol): 18.1

Geometry (Å):
Ti1 0.06 -0.14 0.26
O1 -3.42 0.01 2.45
C1 -2.12 -0.06 2.07
O2 -1.83 0.00 0.79
C2 -1.07 -0.19 2.92
C3 -0.99 -0.29 4.35
C4 0.22 -0.33 4.96
C5 1.43 -0.26 4.17
C6 1.33 -0.20 2.83
N1 0.12 -0.20 2.17
C7 2.45 -0.09 1.83
O3 3.62 -0.06 2.09
O4 1.93 -0.01 0.60
H1 -3.95 0.00 1.64
H2 -1.91 -0.33 4.91
H3 0.29 -0.41 6.03
H4 2.41 -0.25 4.62
I1 -1.06 1.16 -2.80
C8 -0.48 2.56 -1.37
C9 -0.54 3.92 -1.63
C10 -0.13 4.78 -0.63
C11 0.32 4.26 0.58
C12 0.34 2.89 0.74
N2 -0.05 2.05 -0.23
H5 -0.90 4.28 -2.58
H6 -0.16 5.85 -0.79
H7 0.65 4.90 1.38
H8 0.68 2.43 1.66
C13 1.86 -3.34 -0.15
C14 0.87 -2.84 -1.19
C15 1.58 -2.01 -2.27
C16 -0.28 -2.05 -0.55
H9 2.62 -3.98 -0.61
H10 1.36 -3.92 0.62
H11 2.38 -2.51 0.32
H12 0.44 -3.72 -1.69
H13 2.06 -1.14 -1.83
H14 0.88 -1.67 -3.03
H15 2.36 -2.60 -2.76
H16 -0.76 -2.65 0.24
H17 -1.07 -1.86 -1.29

Entry 13:
This record from OMol25 describes a molecular structure, C8H23FInNO5. The level of theory is wB97M-V/def2-TZVPD.

Summary:
Charge: +2
LUMO (hartree): -0.4677
Spin multiplicity: 1
HOMO energy (eV): -14.767
Energy above the lowest of the compared OMol25 structures with the same formula, charge and spin (kJ/mol): 378.6

Geometry (Å):
In1 1.49 2.15 -4.18
F1 0.31 -0.76 -1.59
C1 3.13 3.18 2.20
C2 2.23 3.03 0.91
C3 0.88 3.77 1.08
O1 0.10 3.50 -0.06
C4 -1.26 4.06 0.01
N1 3.14 3.44 -0.16
H1 4.15 2.86 2.00
H2 2.62 2.56 2.94
H3 3.20 4.22 2.55
H4 2.04 1.97 0.79
H5 0.98 4.85 1.16
H6 0.43 3.31 1.96
H7 -1.90 3.56 -0.72
H8 -1.21 5.07 -0.40
H9 -1.78 4.06 0.97
H10 4.04 3.00 -0.06
H11 3.40 4.40 -0.02
C5 -3.58 -1.19 1.29
C6 -4.08 -1.39 -0.15
O2 -3.48 -0.46 -1.10
O3 -2.29 -1.73 1.41
H12 -4.23 -1.70 2.00
H13 -3.66 -0.14 1.59
H14 -5.16 -1.29 -0.26
H15 -3.81 -2.41 -0.44
H16 -2.52 -0.57 -1.12
H17 -1.76 -1.36 0.71
C7 0.09 -5.54 -1.37
C8 1.59 -5.28 -1.28
O4 1.97 -4.20 -0.57
O5 -0.50 -4.46 -2.02
H18 -0.34 -5.76 -0.40
H19 -0.13 -6.48 -1.89
H20 2.12 -5.13 -2.22
H21 2.20 -6.07 -0.84
H22 1.67 -3.41 -1.03
H23 -0.08 -3.67 -1.67

Entry 14:
This record from OMol25 describes 2 unconnected molecules or ions with the total composition C3H9O2. The level of theory is wB97M-V/def2-TZVPD.

Summary:
Charge: -1
LUMO (hartree): 0.1477
Spin multiplicity: 1
HOMO energy (eV): -2.446
Energy above the lowest of the compared OMol25 structures with the same formula, charge and spin (kJ/mol): 144.3

Geometry (Å):
C1 -0.87 0.16 0.37
O1 -2.03 0.01 -0.32
C2 -0.28 -1.36 0.60
C3 -0.12 -2.11 -0.69
H1 0.00 0.68 -0.25
H2 -0.85 0.79 1.30
H3 0.75 -1.43 0.94
H4 -1.11 -1.85 1.25
H5 -0.18 -3.19 -0.65
H6 -1.02 -1.77 -1.36
H7 0.84 -1.78 -1.28
H8 1.70 2.77 0.48
H9 2.79 2.04 -0.14
O2 2.61 2.93 0.07

no.,strongest force on any atom (Eh/bohr)
1,0.0116
2,0.0365
3,0.1159
4,0.0086
5,0.0155
6,0.0364
7,0.0038
8,0.0829
9,0.0112
10,0.0600
11,0.0460
12,0.0025
13,0.0557
14,0.0738